83
Properties=species:S:1:pos:R:3:forces:R:3 method="wB97M-V/def2-TZVPD" e_above_lowest_kcal_mol=0.0 total_energy_ha=-2772.285113 total_charge=-1 e_lumo_ev="2.341 / 1.167" s_squared=6.074 multiplicity=5
Cr -0.574 0.424 1.867 -0.1303 0.0418 0.1977
O -2.224 -0.328 5.327 -0.0069 -0.0014 -0.0011
C -1.861 -0.159 4.173 0.0084 -0.0132 0.0112
N -1.184 0.896 3.646 0.0355 -0.0108 -0.0257
C -0.338 1.746 4.362 0.0002 0.0031 0.0124
C -0.320 1.934 5.740 -0.0054 0.0026 -0.0120
C 0.615 2.799 6.303 0.0016 0.0015 0.0085
C 1.523 3.482 5.511 -0.0020 -0.0034 -0.0071
C 1.511 3.306 4.128 0.0088 0.0085 0.0087
C 0.596 2.442 3.556 -0.0009 -0.0172 -0.0146
N 0.441 2.185 2.170 -0.0084 -0.0020 0.0191
C 0.312 3.210 1.325 0.0120 0.0179 -0.0023
O 0.752 4.358 1.395 0.0147 -0.0035 0.0017
C -0.635 2.879 0.181 0.0091 -0.0063 -0.0037
C -0.882 3.793 -0.829 -0.0066 0.0105 0.0080
C -1.900 3.527 -1.726 0.0043 0.0024 -0.0053
C -2.629 2.354 -1.595 -0.0192 -0.0035 0.0004
C -2.292 1.469 -0.583 0.0065 0.0133 0.0096
N -1.324 1.737 0.289 0.0472 -0.0363 -0.1283
C -2.066 -1.214 3.057 0.0305 0.0157 0.0080
C -1.858 -2.614 3.523 0.0435 0.0014 -0.0025
C -0.572 -2.957 3.655 -0.0143 -0.0092 -0.0146
C 0.614 -2.102 3.403 -0.0295 -0.0009 -0.0174
C 0.737 -0.915 2.769 0.0321 0.0298 -0.0479
N -2.029 -0.910 1.829 -0.0323 -0.0284 -0.0041
H -1.034 1.400 6.350 0.0005 -0.0002 0.0003
H 0.626 2.937 7.378 -0.0011 -0.0004 0.0002
H 2.241 4.157 5.961 0.0000 -0.0003 0.0002
H 2.199 3.841 3.489 -0.0010 -0.0023 -0.0001
H -0.295 4.701 -0.850 0.0014 -0.0027 0.0022
H -2.138 4.232 -2.514 0.0005 0.0001 0.0006
H -3.448 2.131 -2.263 -0.0018 0.0012 0.0112
H -2.807 0.527 -0.429 0.0006 -0.0071 -0.0134
H -2.664 -3.308 3.728 -0.0009 0.0000 -0.0039
H -0.343 -3.964 3.994 -0.0001 0.0017 -0.0016
H 1.523 -2.553 3.808 -0.0004 0.0033 0.0036
H 1.775 -0.557 2.789 -0.0214 -0.0070 0.0106
C 0.950 -0.947 -0.675 -0.0204 -0.0106 0.0011
C -0.004 -1.582 -1.480 0.0549 -0.0112 -0.0471
C -0.224 -0.694 -2.676 -0.0419 0.0095 -0.0120
C 0.631 0.357 -2.527 0.0068 -0.0068 0.0310
C 1.412 0.202 -1.318 0.0161 -0.0082 -0.0433
C 2.694 0.940 -1.028 0.0141 -0.0021 -0.0025
C 2.587 2.439 -1.325 -0.0117 0.0029 -0.0061
C 3.154 0.735 0.415 0.0162 -0.0076 -0.0045
C 3.750 0.335 -1.977 -0.0016 0.0094 0.0107
C -1.164 -0.809 -3.878 0.0091 0.0100 0.0146
C -2.644 -0.732 -3.478 -0.0339 -0.0166 -0.0058
C -0.924 0.368 -4.836 0.0094 0.0138 0.0080
C -0.923 -2.085 -4.696 0.0289 -0.0090 -0.0047
C -0.403 -3.026 -1.203 -0.0073 0.0136 0.0065
C 0.489 -3.945 -2.061 -0.0021 0.0051 0.0097
C -1.884 -3.337 -1.445 0.0057 -0.0114 -0.0252
C -0.135 -3.380 0.263 0.0047 -0.0250 0.0168
H 1.369 -1.360 0.229 -0.0352 0.0066 0.0156
H 0.736 1.189 -3.204 0.0083 0.0008 -0.0040
H 1.919 2.945 -0.630 -0.0005 -0.0013 0.0063
H 2.235 2.624 -2.342 -0.0022 0.0013 -0.0031
H 3.572 2.899 -1.224 0.0006 -0.0023 -0.0006
H 2.417 1.108 1.128 0.0129 0.0061 -0.0171
H 4.091 1.274 0.578 0.0023 0.0028 0.0059
H 3.334 -0.321 0.627 -0.0015 0.0072 0.0030
H 4.717 0.813 -1.804 0.0010 -0.0015 0.0002
H 3.472 0.484 -3.022 -0.0012 0.0002 -0.0012
H 3.855 -0.737 -1.801 0.0028 -0.0008 -0.0016
H -2.855 0.227 -3.013 0.0042 0.0164 -0.0113
H -2.940 -1.510 -2.784 0.0045 -0.0095 0.0279
H -3.267 -0.820 -4.373 -0.0030 -0.0089 0.0088
H -1.121 1.324 -4.349 0.0014 -0.0030 -0.0019
H -1.602 0.279 -5.688 -0.0016 0.0023 0.0005
H 0.099 0.376 -5.217 0.0011 -0.0054 -0.0035
H -1.223 -2.985 -4.166 0.0225 -0.0104 0.0002
H 0.132 -2.179 -4.963 0.0015 -0.0023 0.0000
H -1.506 -2.039 -5.620 0.0007 0.0002 0.0022
H 0.392 -3.762 -3.128 -0.0140 0.0134 -0.0445
H 0.226 -4.988 -1.864 -0.0037 0.0019 -0.0013
H 1.537 -3.801 -1.789 -0.0063 0.0036 0.0008
H -2.163 -3.307 -2.496 -0.0198 0.0182 0.0210
H -2.512 -2.651 -0.875 -0.0014 -0.0099 0.0011
H -2.090 -4.349 -1.087 0.0004 0.0016 0.0004
H 0.924 -3.329 0.515 -0.0113 0.0009 0.0150
H -0.466 -4.406 0.443 0.0138 -0.0111 -0.0059
H -0.692 -2.724 0.930 0.0015 0.0291 0.0315


85
Properties=species:S:1:pos:R:3:forces:R:3 method="wB97M-V/def2-TZVPD" total_energy_ha=-4287.843934 total_charge=-1 e_lumo_ev="2.235 / 2.234" s_squared=0.929 multiplicity=2
Fe -1.600 1.022 0.466 -1.4390 0.2070 0.2461
S -1.433 2.947 -0.702 0.1756 -0.0316 0.1120
C -2.306 4.164 0.208 0.1351 0.0108 -0.2490
C -2.317 5.497 -0.206 -0.0230 0.0579 0.0060
C -2.999 6.470 0.513 0.0070 -0.0921 0.0418
C -3.690 6.110 1.667 0.0590 -0.0777 -0.0503
C -3.690 4.784 2.077 -0.0170 0.0079 0.0175
C -2.999 3.802 1.361 -0.1838 -0.0488 0.3013
S -3.016 2.131 1.905 0.2244 -0.1211 -0.1104
H -1.776 5.760 -1.108 -0.0128 0.0059 0.0181
H -2.992 7.500 0.175 0.0034 -0.0101 -0.0043
H -4.224 6.856 2.243 -0.0126 -0.0114 -0.0064
H -4.233 4.487 2.969 0.0053 0.0204 -0.0124
C 7.145 -1.518 -2.239 -0.0277 0.0156 -0.0029
C 5.712 -1.351 -1.803 0.0031 -0.0297 -0.0043
C 4.708 -2.172 -2.300 -0.0557 0.0473 -0.0405
C 3.380 -2.035 -1.899 0.0293 -0.0462 -0.0213
C 2.361 -2.994 -2.460 0.0518 0.0091 0.0231
C 3.022 -1.037 -0.976 0.0773 -0.1173 0.2004
Te 1.054 -1.009 -0.033 0.8235 -0.2257 -0.2337
N -1.332 -0.847 0.847 0.9143 0.2311 1.0526
C -2.366 -1.508 1.020 -0.9297 -0.6711 -0.0348
O -3.558 -1.056 0.524 -0.1356 0.3750 0.3674
C -2.492 -2.846 1.695 0.1026 0.4467 -0.5888
C -3.673 -3.571 1.639 -0.2596 -0.2346 0.1107
C -3.746 -4.835 2.216 0.0020 0.1755 -0.0799
C -2.635 -5.374 2.846 0.0185 -0.0595 0.0251
C -1.454 -4.646 2.907 0.0446 0.1808 -0.0164
C -1.385 -3.383 2.334 0.1981 -0.2034 0.1824
C 0.030 -0.691 -1.864 -0.1052 0.1364 0.0567
C 0.274 0.492 -2.584 0.0002 -0.0485 -0.0831
C 1.315 1.509 -2.190 -0.0396 -0.0811 0.0245
C -0.453 0.728 -3.749 0.0394 -0.0024 0.0193
C -1.409 -0.160 -4.214 -0.0079 0.0300 -0.0156
C -2.215 0.137 -5.451 0.0070 -0.0106 0.0149
C -1.612 -1.331 -3.502 0.0120 -0.0217 -0.0427
C -0.910 -1.620 -2.338 0.0057 -0.0491 -0.0086
C -1.201 -2.946 -1.681 -0.0604 0.0728 0.0384
C 4.032 -0.195 -0.479 -0.0193 0.0690 -0.0229
C 3.768 0.954 0.474 0.0390 -0.0444 -0.0117
C 5.353 -0.370 -0.893 -0.0365 0.0401 -0.0163
H 7.267 -2.410 -2.853 -0.0011 0.0013 0.0086
H 7.812 -1.604 -1.379 -0.0006 -0.0044 0.0011
H 7.482 -0.660 -2.826 -0.0079 -0.0007 0.0008
H 4.964 -2.951 -3.012 -0.0052 0.0122 0.0125
H 2.840 -3.737 -3.101 0.0062 0.0163 0.0067
H 1.602 -2.472 -3.045 0.0129 -0.0036 0.0124
H 1.838 -3.516 -1.655 -0.0101 0.0306 -0.0109
H -4.532 -3.137 1.147 0.0207 -0.0293 -0.0184
H -4.669 -5.399 2.167 -0.0044 0.0084 0.0010
H -2.688 -6.362 3.289 0.0047 0.0136 0.0053
H -0.585 -5.060 3.403 0.0020 -0.0111 -0.0116
H -0.476 -2.795 2.362 0.0095 -0.0305 -0.0383
H 1.251 1.766 -1.132 -0.0264 -0.0122 0.0048
H 1.178 2.424 -2.765 -0.0046 0.0031 0.0112
H 2.318 1.120 -2.376 0.0157 0.0013 -0.0138
H -0.269 1.646 -4.297 -0.0353 0.0040 0.0354
H -1.934 1.098 -5.882 0.0002 -0.0116 0.0065
H -3.281 0.173 -5.217 0.0128 0.0099 0.0112
H -2.070 -0.633 -6.212 -0.0007 0.0042 0.0092
H -2.343 -2.052 -3.860 -0.0024 0.0241 0.0219
H -1.159 -3.744 -2.425 -0.0104 -0.0034 -0.0061
H -2.207 -2.947 -1.252 0.0333 0.0044 -0.0078
H -0.501 -3.177 -0.882 -0.0009 0.0056 0.0115
H 2.765 0.931 0.896 -0.0144 0.0012 -0.0256
H 3.873 1.908 -0.050 0.0011 -0.0189 -0.0058
H 4.494 0.951 1.292 0.0006 -0.0097 -0.0191
H 6.120 0.287 -0.490 -0.0153 -0.0030 -0.0084
N -4.021 0.566 -1.042 -0.1474 0.1094 -0.0929
C -3.295 0.222 -0.078 0.5015 -0.0964 -0.8973
H -4.692 -0.170 -1.277 -0.0777 0.0410 0.1545
C 1.352 3.011 3.606 0.1166 0.1712 0.0124
P 0.396 1.505 3.425 -0.0933 -0.0361 -0.2877
C -0.890 1.565 4.663 -0.1659 0.0146 0.1410
C 1.480 0.160 3.910 0.1271 -0.1480 0.0676
O -0.081 1.339 2.032 0.1692 0.0223 -0.3570
H 1.537 3.270 4.650 0.0056 -0.0148 -0.0270
H 0.790 3.807 3.114 0.0098 0.0165 0.0551
H 2.301 2.883 3.084 -0.0140 0.0456 -0.0066
H -0.466 1.675 5.663 -0.0137 -0.0073 -0.0138
H -1.472 0.644 4.600 -0.0134 0.0204 0.0148
H -1.557 2.393 4.424 -0.0093 -0.0205 0.0284
H 1.822 0.255 4.943 0.0003 0.0002 -0.0274
H 2.338 0.148 3.235 -0.0044 -0.0316 0.0243
H 0.931 -0.775 3.787 0.0168 0.0107 0.0153